Entry 1:
The following is a DFT calculation (the ωB97M-V functional and the def2-TZVPD basis) of a 3-piece molecular cluster, C3H12O3S2 overall at a distorted geometry.

Summary:
SMILES: OCCCSS.O.O
HOMO level: -0.3378 hartree
F_max: 0.1203 hartree/bohr
Energy above the lowest of the compared OMol25 structures with the same formula, charge and spin: 2.376 eV
Charge: 0
2S+1: 1
Orbital gap: 9.3 eV
LUMO level: 0.0034 Ha

CARTESIAN COORDINATES (ANGSTROEM)
1 O -2.1606 0.1685 0.3131
2 C -1.2541 -0.2566 1.4054
3 C 0.1671 -0.4104 0.8684
4 C 0.7762 -1.5953 1.5560
5 S 2.6458 -1.3219 1.5866
6 S 3.3640 -1.5211 -0.2781
7 H -1.8939 0.1966 -0.6302
8 H -1.7533 -0.9804 1.9120
9 H -1.4486 0.6118 2.0127
10 H 0.7616 0.5075 0.9761
11 H 0.2929 -0.4642 -0.1826
12 H 0.4037 -2.4373 1.1923
13 H 0.4126 -1.7094 2.6274
14 H 3.3478 -0.5456 -1.0994
15 O -1.4881 0.7105 -2.4576
16 H -1.1147 1.6102 -2.6652
17 H -1.1059 -0.0453 -3.0561
18 O 0.4274 2.6338 -1.3847
19 H -0.4616 3.0588 -1.5536
20 H 0.0819 1.7895 -1.1425

=====

Entry 2:
The following is a DFT calculation (the ωB97M-V functional and the def2-TZVPD basis) of a single C4H7NO2 molecule at a distorted geometry.

Summary:
SMILES: NC1[C@@H]2OCO[C@@H]12
HOMO level: -0.3322 hartree
F_max: 0.0321 hartree/bohr
Energy above the lowest of the compared OMol25 structures with the same formula, charge and spin: 6.336 eV
Charge: 0
2S+1: 1
Orbital gap: 10.0 eV
LUMO level: 0.0347 Ha

CARTESIAN COORDINATES (ANGSTROEM)
1 N 0.7424 -0.6398 2.0997
2 C -0.2045 -0.8597 1.0603
3 C -0.4916 0.4072 0.2148
4 O -1.1013 1.1220 -0.8216
5 C -0.0347 0.9751 -1.8588
6 O 0.6851 -0.2763 -1.5498
7 C -0.0672 -0.8151 -0.4672
8 H 0.2047 -0.5892 2.9470
9 H 1.2323 0.2462 2.1030
10 H -0.8890 -1.6572 1.1655
11 H 0.5240 0.8036 0.4220
12 H -0.4057 0.9691 -2.8988
13 H 0.6883 1.7612 -1.6341
14 H -0.8828 -1.4472 -0.7821

=====

Entry 3:
The following is a DFT calculation (the ωB97M-V functional and the def2-TZVPD basis) of a 2-piece molecular cluster, C2H4FI overall at a distorted geometry.

Summary:
HOMO level: -0.3230 hartree
F_max: 0.1196 hartree/bohr
Energy above the lowest of the compared OMol25 structures with the same formula, charge and spin: 3.095 eV
Charge: 0
2S+1: 1
Orbital gap: 8.7 eV
LUMO level: -0.0045 Ha

CARTESIAN COORDINATES (ANGSTROEM)
1 C 0.3844 0.2885 -0.4216
2 C -1.5057 -0.8840 0.4432
3 F -1.5316 -2.0748 -0.1758
4 I -3.2831 0.2330 -0.0541
5 H 1.0916 -0.3489 -0.0612
6 H 0.3144 0.3593 -1.5695
7 H 0.2999 1.1704 0.0257
8 H -1.2864 -1.0379 1.5624

=====

Entry 4:
The following is a DFT calculation (the ωB97M-V functional and the def2-TZVPD basis) of C17H16N6O2PdS5 as an isolated structure at a distorted geometry.

Summary:
HOMO level: 0.0156 hartree
F_max: 0.0420 hartree/bohr
Energy above the lowest of the compared OMol25 structures with the same formula, charge and spin: 2.640 eV
Charge: -2
2S+1: 1
Orbital gap: 3.9 eV
LUMO level: 0.1592 Ha

CARTESIAN COORDINATES (ANGSTROEM)
1 Pd -0.0720 -0.7170 1.2255
2 C 2.1578 4.6123 -0.0478
3 N 2.5856 3.2894 -0.3840
4 C 3.7192 2.8871 -1.0507
5 C 3.7056 1.5348 -1.0795
6 N 2.5781 1.1005 -0.4328
7 C 1.8644 2.1825 -0.0051
8 S 0.4016 2.2903 0.7436
9 C 2.2341 -0.2576 -0.2032
10 C 2.1770 -1.1412 -1.2690
11 C 1.7432 -2.4378 -1.0000
12 C 1.4439 -2.7875 0.3042
13 C 1.6467 -1.8453 1.3394
14 N 2.0744 -0.5798 1.0832
15 H 2.8518 5.3490 -0.4516
16 H 2.0997 4.7055 1.0403
17 H 1.1539 4.7793 -0.4485
18 H 4.4210 3.5977 -1.4442
19 H 4.4103 0.8399 -1.4908
20 H 2.3774 -0.7988 -2.2727
21 H 1.6354 -3.1456 -1.8097
22 H 1.0979 -3.7802 0.5634
23 H 1.7422 -2.1677 2.3841
24 O -2.1193 -2.9500 7.6170
25 C -1.8004 -2.5158 6.5271
26 S -2.3232 -3.1990 5.0018
27 C -1.5643 -2.0251 3.8890
28 C -0.8208 -1.0516 4.4804
29 S -0.0340 0.2911 3.7905
30 S -0.7351 -1.1533 6.2708
31 S -1.9391 -2.2443 2.2221
32 C -2.2792 -0.7884 -4.6120
33 N -2.3426 -0.4248 -3.2236
34 C -3.4891 0.0082 -2.6568
35 C -3.5199 0.3513 -1.3495
36 C -2.3139 0.2083 -0.5936
37 N -1.1940 -0.2628 -1.1494
38 C -1.1285 -0.5614 -2.4452
39 O -0.1489 -0.9205 -3.0742
40 N -2.2640 0.5824 0.6771
41 H -3.1749 -0.4469 -5.1332
42 H -2.1849 -1.8724 -4.7214
43 H -1.3918 -0.3362 -5.0579
44 H -4.3593 0.0659 -3.3009
45 H -4.4191 0.7080 -0.8775
46 H -3.1044 0.7631 1.1999
47 H -1.3986 0.2642 1.2256